1:
Entry from the OMol25 dataset: 2 unconnected molecules or ions with the total composition C5H14 (ωB97M-V/def2-TZVPD).

```
19
Properties=species:S:1:pos:R:3
C 1.57 -1.00 0.40
C 1.36 -0.26 -0.92
C 2.13 -0.11 1.51
H 0.61 -1.38 0.75
H 2.21 -1.87 0.23
H 2.09 0.54 -1.07
H 0.38 0.21 -0.92
H 1.58 -0.17 2.45
H 3.17 -0.29 1.80
H 1.45 -0.88 -1.82
H 2.10 0.94 1.22
C -2.33 1.24 -0.71
C -2.27 -0.15 -0.15
H -3.03 1.87 -0.16
H -1.38 1.77 -0.71
H -2.72 1.24 -1.73
H -3.23 -0.66 -0.31
H -2.05 -0.23 0.91
H -1.63 -0.79 -0.77
```

Output
Net charge: 0
HOMO energy in eV: -11.30
Kohn-Sham gap in Ha: 0.4581
SMILES: CCC.CC

2:
Entry from the OMol25 dataset: 2 unconnected molecules or ions with the total composition C5H14 (ωB97M-V/def2-TZVPD).

```
19
Properties=species:S:1:pos:R:3
C 1.40 0.16 -1.86
C 1.72 -0.22 -3.32
H 0.52 0.79 -1.79
H 1.26 -0.77 -1.32
H 2.29 0.64 -1.44
H 1.97 -1.27 -3.47
H 2.55 0.36 -3.71
H 0.88 -0.04 -3.99
C -0.54 -0.14 1.78
C -1.40 -0.80 2.85
C -1.32 0.97 1.08
H 0.41 0.27 2.15
H -0.23 -0.88 1.04
H -2.24 -1.32 2.41
H -2.33 0.68 0.80
H -1.39 1.85 1.72
H -1.81 -0.05 3.52
H -0.86 -1.55 3.43
H -0.88 1.32 0.14
```

Output
Net charge: 0
HOMO energy in eV: -11.38
Kohn-Sham gap in Ha: 0.4611
SMILES: CCC.CC

2 takes first place; second place is 10.4 kJ/mol up.

1:
Entry from the OMol25 dataset: 2 unconnected molecules or ions with the total composition C5H14 (ωB97M-V/def2-TZVPD).

```
19
Properties=species:S:1:pos:R:3
C -0.23 -0.75 1.92
C 0.38 -2.15 1.89
H -1.24 -0.87 1.55
H -0.25 -0.30 2.91
H 0.29 -0.01 1.33
H 1.38 -2.14 1.44
H -0.13 -2.90 1.28
H 0.50 -2.59 2.88
C -0.02 1.57 -1.74
C 1.13 0.63 -1.47
C -1.31 1.15 -1.00
H 0.22 2.60 -1.44
H -0.24 1.52 -2.79
H 0.90 -0.39 -1.77
H 1.44 0.57 -0.46
H -1.36 0.07 -1.08
H -1.32 1.49 0.02
H 2.05 0.89 -2.00
H -2.19 1.62 -1.46
```

Output
Net charge: 0
HOMO energy in eV: -11.37
Kohn-Sham gap in Ha: 0.4607
SMILES: CCC.CC

2:
Entry from the OMol25 dataset: 2 unconnected molecules or ions with the total composition C5H14 (ωB97M-V/def2-TZVPD).

```
19
Properties=species:S:1:pos:R:3
C -0.90 -0.49 -1.75
C -1.60 0.46 -0.78
C 0.55 -0.10 -2.13
H -1.40 -0.50 -2.71
H -1.05 -1.48 -1.32
H -2.48 -0.01 -0.32
H -0.99 0.80 0.07
H 0.51 0.23 -3.18
H -1.85 1.38 -1.31
H 1.45 -0.65 -1.90
H 0.74 0.92 -1.76
C 0.57 0.38 2.69
C 1.18 -0.50 1.59
H -0.51 0.40 2.55
H 0.95 0.06 3.66
H 0.90 1.41 2.52
H 0.81 -0.28 0.59
H 0.85 -1.53 1.78
H 2.27 -0.52 1.71
```

Output
Net charge: 0
HOMO energy in eV: -11.30
Kohn-Sham gap in Ha: 0.4578
SMILES: CCC.CC

3:
Entry from the OMol25 dataset: 2 unconnected molecules or ions with the total composition C5H14 (ωB97M-V/def2-TZVPD).

```
19
Properties=species:S:1:pos:R:3
C 0.42 -1.11 -0.07
C 0.61 -2.63 0.10
C 1.20 -0.47 1.10
H 0.73 -0.72 -1.07
H -0.58 -0.86 -0.08
H 0.28 -3.14 0.98
H 1.60 -3.04 0.18
H 2.21 -0.81 1.25
H 1.47 0.58 0.90
H 0.21 -3.24 -0.84
H 0.64 -0.59 2.09
C -0.81 2.41 -0.05
C -1.39 1.46 -1.09
H -1.31 3.42 -0.02
H -0.87 2.25 1.01
H 0.29 2.60 -0.14
H -2.25 0.88 -0.81
H -0.62 0.82 -1.61
H -1.82 2.17 -1.84
```

Output
Net charge: 0
HOMO energy in eV: -11.02
Kohn-Sham gap in Ha: 0.4465
SMILES: CCC.CC

1 takes first place; second place is 34.9 kJ/mol up.

1:
Entry from the OMol25 dataset: 2 unconnected molecules or ions with the total composition C5H14 (ωB97M-V/def2-TZVPD).

```
19
Properties=species:S:1:pos:R:3
C 2.25 -1.48 0.95
C 1.45 -2.79 0.96
H 2.71 -1.32 1.94
H 3.08 -1.58 0.25
H 1.57 -0.63 0.91
H 1.38 -3.28 -0.03
H 0.41 -2.62 1.27
H 1.96 -3.50 1.61
C -1.09 0.90 -0.67
C -0.22 2.10 -0.31
C -2.48 1.35 -1.05
H -0.67 0.33 -1.52
H -1.04 0.19 0.15
H -0.42 2.64 0.63
H -0.41 3.04 -0.83
H -3.25 1.09 -0.30
H -2.64 2.41 -1.15
H 0.85 1.88 -0.48
H -2.91 0.77 -1.89
```

Output
Net charge: 0
HOMO energy in eV: -10.92
Kohn-Sham gap in Ha: 0.4422
SMILES: CCC.CC

2:
Entry from the OMol25 dataset: 2 unconnected molecules or ions with the total composition C5H14 (ωB97M-V/def2-TZVPD).

```
19
Properties=species:S:1:pos:R:3
C 1.73 0.62 0.01
C 2.33 0.31 1.46
C 1.55 -0.42 -1.09
H 0.82 1.20 0.28
H 2.45 1.31 -0.45
H 2.97 -0.51 1.44
H 2.46 -0.23 -1.86
H 1.42 0.31 2.10
H 2.91 1.24 1.69
H 1.66 -1.50 -0.66
H 0.46 -0.24 -1.52
C -2.27 -0.70 0.42
C -2.80 0.09 -0.81
H -2.60 -1.75 0.09
H -1.26 -0.28 0.73
H -2.98 -0.58 1.22
H -2.05 0.21 -1.63
H -3.87 -0.24 -1.00
H -2.95 1.16 -0.41
```

Output
Net charge: 0
HOMO energy in eV: -10.88
Kohn-Sham gap in Ha: 0.4389
SMILES: CCC.CC

1 takes first place; second place is 109.3 kJ/mol up.

1:
Entry from the OMol25 dataset: 2 unconnected molecules or ions with the total composition C5H14 (ωB97M-V/def2-TZVPD).

```
19
Properties=species:S:1:pos:R:3
C 1.16 -1.79 -0.37
C 1.41 -3.29 -0.54
H 0.48 -1.47 -1.15
H 0.76 -1.54 0.60
H 2.09 -1.23 -0.50
H 2.12 -3.58 0.23
H 1.69 -3.62 -1.53
H 0.53 -3.85 -0.23
C -0.45 1.45 0.48
C -1.71 1.63 1.31
C -0.48 2.36 -0.75
H 0.42 1.71 1.09
H -0.28 0.43 0.15
H -2.55 1.28 0.71
H -0.58 3.41 -0.46
H 0.41 2.28 -1.36
H -1.91 2.69 1.48
H -1.76 1.04 2.22
H -1.34 2.10 -1.36
```

Output
Net charge: 0
HOMO energy in eV: -11.32
Kohn-Sham gap in Ha: 0.4555
SMILES: CCC.CC

2:
Entry from the OMol25 dataset: 2 unconnected molecules or ions with the total composition C5H14 (ωB97M-V/def2-TZVPD).

```
19
Properties=species:S:1:pos:R:3
C 0.87 0.43 -1.42
C 1.66 -0.10 -2.53
C -0.08 1.50 -1.88
H 1.37 0.64 -0.40
H 0.33 -0.34 -0.74
H 2.28 0.72 -2.85
H 2.34 -1.03 -2.39
H 0.24 2.49 -1.55
H 0.88 -0.25 -3.22
H -1.07 1.12 -1.66
H -0.06 1.71 -2.95
C -1.25 -0.29 3.11
C -0.95 -1.40 2.32
H -2.35 -0.23 3.31
H -0.85 -0.29 4.15
H -0.90 0.68 2.74
H -0.76 -2.31 2.82
H -1.61 -1.70 1.42
H -0.09 -1.35 1.71
```

Output
Net charge: 0
HOMO energy in eV: -10.15
Kohn-Sham gap in Ha: 0.4117
SMILES: CCC.CC

3:
Entry from the OMol25 dataset: 2 unconnected molecules or ions with the total composition C5H14 (ωB97M-V/def2-TZVPD).

```
19
Properties=species:S:1:pos:R:3
C -0.33 0.49 1.80
C -0.90 0.77 0.38
C -1.48 0.65 2.83
H 0.59 1.03 2.04
H -0.12 -0.58 1.73
H -0.24 0.44 -0.43
H -1.69 0.00 0.35
H -1.15 1.03 3.80
H -1.75 -0.35 3.18
H -1.26 1.76 0.17
H -2.29 1.26 2.45
C 1.34 -1.68 -2.39
C 1.37 -0.18 -2.49
H 0.69 -2.02 -1.57
H 0.74 -2.14 -3.19
H 2.32 -2.10 -2.22
H 2.38 0.21 -2.54
H 1.11 0.34 -1.54
H 0.74 0.46 -3.11
```

Output
Net charge: 0
HOMO energy in eV: -10.92
Kohn-Sham gap in Ha: 0.4429
SMILES: CCC.CC

1 takes first place; second place is 89.0 kJ/mol up.

1:
Entry from the OMol25 dataset: 2 unconnected molecules or ions with the total composition C5H14 (ωB97M-V/def2-TZVPD).

```
19
Properties=species:S:1:pos:R:3
C 0.92 -2.18 -1.91
C 2.02 -2.13 -0.83
H 0.07 -1.85 -1.32
H 1.03 -1.42 -2.67
H 0.76 -3.19 -2.25
H 2.14 -1.16 -0.36
H 3.03 -2.48 -1.06
H 1.67 -2.88 -0.11
C -0.88 1.71 0.42
C -0.20 2.21 1.68
C -1.95 0.60 0.66
H -1.55 2.48 0.03
H -0.24 1.40 -0.41
H -0.41 3.26 1.90
H -1.56 -0.41 0.54
H -2.31 0.70 1.69
H -2.75 0.67 -0.07
H -0.45 1.69 2.60
H 0.89 2.16 1.64
```

Output
Net charge: 0
HOMO energy in eV: -11.11
Kohn-Sham gap in Ha: 0.4478
SMILES: CCC.CC

2:
Entry from the OMol25 dataset: 2 unconnected molecules or ions with the total composition C5H14 (ωB97M-V/def2-TZVPD).

```
19
Properties=species:S:1:pos:R:3
C -1.20 -0.66 -2.40
C 0.06 0.00 -2.90
H -2.09 -0.72 -3.26
H -1.08 -1.58 -2.04
H -1.92 -0.01 -1.83
H 0.37 -0.32 -3.84
H 1.13 -0.25 -2.28
H -0.12 1.04 -2.88
C 0.24 0.56 2.00
C 0.55 0.48 0.50
C 0.52 -0.35 3.08
H -0.87 0.73 1.73
H 0.57 1.68 2.26
H 0.29 -0.56 0.17
H 0.01 1.15 -0.17
H 0.93 0.15 3.87
H 0.86 -1.42 2.77
H 1.50 0.66 0.10
H -0.57 -0.70 3.76
```

Output
Net charge: 0
HOMO energy in eV: -10.05
Kohn-Sham gap in Ha: 0.4066
SMILES: CCC.CC

3:
Entry from the OMol25 dataset: 2 unconnected molecules or ions with the total composition C5H14 (ωB97M-V/def2-TZVPD).

```
19
Properties=species:S:1:pos:R:3
C 1.98 -1.42 0.85
C 1.09 -1.81 2.04
H 1.35 -0.95 0.10
H 2.75 -0.68 1.07
H 2.43 -2.30 0.39
H 1.62 -1.73 2.98
H 0.72 -2.82 1.88
H 0.15 -1.24 2.11
C -1.39 1.33 -1.54
C 0.11 1.46 -1.39
C -2.11 0.79 -0.27
H -1.86 2.28 -1.72
H -1.65 0.68 -2.38
H 0.45 1.50 -0.36
H -1.57 -0.07 0.13
H -2.10 1.55 0.50
H 0.47 2.34 -1.92
H 0.66 0.66 -1.90
H -3.09 0.44 -0.56
```

Output
Net charge: 0
HOMO energy in eV: -11.33
Kohn-Sham gap in Ha: 0.4585
SMILES: CCC.CC

4:
Entry from the OMol25 dataset: 2 unconnected molecules or ions with the total composition C5H14 (ωB97M-V/def2-TZVPD).

```
19
Properties=species:S:1:pos:R:3
C -1.69 -0.12 0.01
C -1.66 1.27 0.64
C -2.17 -0.44 -1.39
H -2.17 -0.81 0.69
H -0.61 -0.54 0.01
H -2.57 1.87 0.85
H -1.13 1.28 1.62
H -3.25 -0.52 -1.63
H -1.96 -1.52 -1.42
H -1.07 1.97 0.02
H -1.96 0.14 -2.31
C 2.16 -0.64 -0.26
C 2.84 -0.14 1.01
H 2.45 -1.69 -0.46
H 1.12 -0.44 -0.30
H 2.58 -0.03 -1.06
H 2.39 0.83 1.33
H 2.88 -0.76 1.90
H 3.81 0.29 0.75
```

Output
Net charge: 0
HOMO energy in eV: -10.68
Kohn-Sham gap in Ha: 0.4321
SMILES: CCC.CC

3 takes first place; second place is 30.6 kJ/mol up.